ORCA calculation (ωB97M-V/def2-TZVPD) on a gas-phase ion, C3H6N3S (charge +1) at a distorted geometry.

Results
spin multiplicity	1
ΔE to the lowest compared entry with this formula, charge and spin	83.9	kcal per mole
structure (SMILES)	[NH2+]=C=NNCC=S
molar mass	116.17	g mol⁻¹
gap between HOMO and LUMO	8.40	eV
net charge	+1

Structure (XYZ):
```
13
C3H6N3S | OMol25 | ωB97M-V/def2-TZVPD
C 1.35213 -0.72987 0.26738
C 1.85727 0.65582 0.25089
C -1.64762 0.61163 0.05782
N 0.15005 -0.82189 -0.60312
N -0.96313 -0.20150 -0.44053
N -2.77501 1.15525 0.28704
S 1.20843 1.85803 -0.61732
H 2.14472 -1.40870 -0.15492
H 0.97330 -0.89081 1.36604
H 2.87729 0.83814 0.78858
H 0.45688 -0.64197 -1.57515
H -2.66234 2.23000 0.46762
H -3.50021 0.86323 0.92338
```

Atom charges from the Mulliken analysis, given in e for atoms 1 to 2: C -0.295; C -0.179

=====

ORCA calculation (ωB97M-V/def2-TZVPD) on 2 unconnected molecules or ions with the total composition C7H18NO3PSi at a distorted geometry.

Results
spin multiplicity	1
ΔE to the lowest compared entry with this formula, charge and spin	36.3	kcal per mole
structure (SMILES)	C=CCO[P@]1(=O)O[C@H]1[Si](C)(C)C.N
molar mass	223.29	g mol⁻¹
gap between HOMO and LUMO	9.86	eV
net charge	0

Structure (XYZ):
```
31
C7H18NO3PSi | OMol25 | ωB97M-V/def2-TZVPD
C -2.40830 -2.36278 1.03201
C -3.31647 -1.36074 -1.09831
C -2.55915 -2.42180 -0.29269
C 0.04994 0.12190 -0.91961
C 1.55930 0.16687 1.78505
C 2.62292 1.60173 -0.96003
C 2.57622 -1.65664 -0.46351
N -1.51039 4.18498 0.72004
O -1.74203 0.76513 1.27813
O -0.55180 1.47213 -1.09228
O -2.67442 -0.02417 -1.05303
Si 1.78227 0.15436 -0.11232
P -1.41864 0.46445 -0.13682
H -2.81019 -1.69364 1.77511
H -2.04169 -3.18920 1.59268
H -3.45720 -1.56685 -2.10217
H -4.22803 -1.12557 -0.67833
H -2.03792 -3.11913 -0.96023
H -0.18298 -0.44802 -1.86199
H 0.60787 0.87918 2.05578
H 1.36020 -0.82835 2.22486
H 2.51278 0.59589 2.22142
H 1.79893 1.92104 -1.75611
H 2.78966 2.58145 -0.45410
H 3.51496 1.19853 -1.45858
H 3.57078 -1.79116 -0.12845
H 2.08520 -2.51917 0.09592
H 2.48460 -1.88273 -1.54819
H -2.40687 4.32278 1.20132
H -0.83779 3.60151 1.32908
H -1.60150 3.73149 -0.20986
```

Atom charges from the Mulliken analysis, given in e for atoms 1 to 2: C -0.624; C -0.419

=====

ORCA calculation (ωB97M-V/def2-TZVPD) on a molecular structure, C42H36F12N7O4S2Ti.

Results
spin multiplicity	1
ΔE to the lowest compared entry with this formula, charge and spin	25.1	kcal per mole
molar mass	1042.77	g mol⁻¹
gap between HOMO and LUMO	6.60	eV
net charge	-1

Structure (XYZ):
```
104
C42H36F12N7O4S2Ti | OMol25 | ωB97M-V/def2-TZVPD
Ti -0.15315 0.40746 -1.31990
C 4.92416 2.59387 -4.41773
C 3.57125 2.09576 -4.89977
N 2.49590 2.80024 -4.24065
C 1.30248 2.27004 -3.87164
S 0.13464 3.29373 -3.16662
N 1.11458 0.98649 -4.17100
N -0.00698 0.48413 -3.60488
C -0.75192 -0.27622 -4.33081
C -0.43140 -0.57249 -5.75926
C -1.95973 -0.78790 -3.67110
C -3.00048 -1.38586 -4.38529
C -4.14406 -1.77941 -3.72248
C -4.24241 -1.56159 -2.35666
C -3.17721 -0.95670 -1.72010
N -2.06145 -0.59250 -2.34839
H 5.72535 2.06951 -4.94197
H 5.03879 3.66202 -4.61979
H 5.04215 2.43786 -3.34642
H 3.50964 2.22430 -5.98955
H 3.43600 1.03656 -4.69100
H 2.54335 3.80251 -4.16249
H 0.13003 0.26031 -6.17553
H 0.20524 -1.46021 -5.81218
H -1.31971 -0.74963 -6.36119
H -2.90092 -1.53998 -5.44791
H -4.95572 -2.24383 -4.26837
H -5.12072 -1.83911 -1.79153
H -3.22170 -0.74039 -0.66035
C -3.76943 -4.65006 1.10854
C -2.82058 -3.49487 0.93197
C -2.96911 -2.31716 1.65745
C -2.07583 -1.27425 1.49225
C -1.01258 -1.38116 0.59928
N -0.10280 -0.30074 0.46557
C 0.91119 -0.20953 1.43370
C 0.82751 -0.97134 2.60829
C 1.86001 -1.03851 3.51921
C 3.03505 -0.32750 3.32846
C 4.18732 -0.42170 4.29166
C 3.11155 0.46176 2.19506
C 2.08644 0.54395 1.25743
C 2.36626 1.32563 -0.01176
O 1.27942 1.34689 -0.84294
C 3.57356 0.68999 -0.79624
F 4.75161 1.24242 -0.43576
F 3.43428 0.86217 -2.10956
F 3.68149 -0.62251 -0.57936
C 2.66352 2.83503 0.26089
F 3.65948 3.04674 1.14295
F 3.01328 3.44575 -0.87518
F 1.58203 3.42212 0.74819
C -0.88006 -2.54034 -0.18000
C -1.77495 -3.58523 0.02035
C 0.21694 -2.59075 -1.25877
O 0.51728 -1.36703 -1.79176
C 1.49718 -3.23191 -0.63832
F 2.03388 -2.44663 0.28756
F 2.43382 -3.46132 -1.57033
F 1.23224 -4.40944 -0.03644
C -0.19692 -3.51828 -2.45957
F -1.49032 -3.36499 -2.79190
F -0.03023 -4.83616 -2.21642
F 0.51663 -3.23567 -3.54874
H -4.59867 -4.38203 1.76268
H -3.25780 -5.50936 1.54682
H -4.18044 -4.96799 0.14868
H -3.79050 -2.21749 2.35807
H -2.16496 -0.34878 2.05000
H -0.05563 -1.56210 2.79938
H 1.74142 -1.66031 4.40016
H 3.84342 -0.71866 5.28384
H 4.70386 0.53514 4.38328
H 4.92047 -1.16137 3.96102
H 4.02393 1.01860 2.01893
H -1.67509 -4.49660 -0.55389
C 0.90650 -0.28630 7.20587
C 0.33399 0.51345 6.06654
C -0.96891 0.29474 5.62645
C -1.49121 1.02036 4.56864
C -0.70369 1.96599 3.92574
C 0.59784 2.18830 4.34099
C 1.10491 1.46519 5.41043
S -1.43787 3.03551 2.70872
O -2.78990 3.25194 3.19769
O -0.58774 4.19793 2.63441
N -1.31788 2.19860 1.36227
C -2.24119 2.18649 0.39748
C -3.61139 2.58309 0.55027
C -4.39979 2.78020 -0.54228
C -3.87970 2.57704 -1.83010
C -2.62316 2.05240 -1.90794
N -1.83980 1.75597 -0.84308
H 0.11692 -0.69226 7.83904
H 1.56442 0.32442 7.82548
H 1.49597 -1.12820 6.83256
H -1.58796 -0.43718 6.13413
H -2.52424 0.89826 4.26768
H 1.18515 2.94559 3.83819
H 2.11984 1.65053 5.74453
H -3.97174 2.78280 1.54329
H -5.42183 3.11698 -0.40845
H -4.43863 2.80193 -2.72632
H -2.17407 1.86287 -2.87240
```

Atom charges from the Mulliken analysis, given in e for atoms 1 to 2: Ti -1.834; C -1.236